(1)
Here is a 2-piece molecular cluster, C12H8Si overall at a distorted geometry from OMol25. Energies are from wB97M-V/def2-TZVPD.

Properties
HOMO-LUMO gap = 8.5 eV
HOMO level = -8.71 eV
Relative energy (zero: lowest compared OMol25 entry of this formula, charge and spin) = 3.178 eV

ORCA input file:
```
! RIJCOSX wB97M-V def2-TZVPD def2/J DEFGRID3
* xyz 0 1
C 1.272 -3.007 0.019
C -1.261 3.297 1.129
C -2.926 -2.737 0.171
C 1.278 -1.804 -0.272
C -0.459 2.601 0.598
C -2.271 -2.014 0.918
C 1.877 1.382 -2.063
C 1.887 0.059 -1.723
C 1.147 2.207 -1.224
C 1.158 -0.393 -0.657
C 0.413 1.734 -0.164
C 0.304 0.393 0.053
Si -1.196 -0.903 1.848
H 1.423 -3.934 0.343
H -2.005 3.905 1.576
H -3.575 -2.950 -0.715
H 2.564 1.814 -2.869
H 2.499 -0.587 -2.249
H 1.272 3.275 -1.256
H -0.017 -1.596 2.436
H -2.173 0.070 2.369
*
```

Mulliken atomic charge list, values in e, 6 entries: -0.21, 0.02, 0.21, -0.61, -0.74, -0.54

=====

(2)
Here is one molecule with the formula C8H11O2P at a distorted geometry from OMol25. Energies are from wB97M-V/def2-TZVPD.

Properties
HOMO-LUMO gap (spin up / spin down) = 6.6 / 7.2 eV
HOMO level (spin up / spin down) = -5.58 / -9.58 eV
Expectation value of S² = 2.02
Relative energy (zero: lowest compared OMol25 entry of this formula, charge and spin) = 1.473 eV

ORCA input file:
```
! RIJCOSX wB97M-V def2-TZVPD def2/J DEFGRID3
* xyz 0 3
C -0.308 -0.849 -3.000
C 1.097 -1.229 -2.779
C -1.002 -0.161 -2.127
C 1.739 -0.867 -1.691
C -0.443 0.309 -0.777
C 1.014 -0.115 -0.611
C -0.533 0.859 3.516
C 1.791 0.266 0.431
O -1.255 -0.208 0.258
O -1.442 0.085 2.738
P -2.103 0.772 1.321
H -0.936 -1.149 -3.839
H 1.606 -1.739 -3.512
H -2.092 0.041 -2.100
H 2.867 -0.850 -1.600
H -0.632 1.361 -0.801
H 0.150 0.226 4.173
H -0.910 1.509 4.223
H 0.245 1.380 2.820
H 2.795 -0.113 0.286
H 1.554 0.610 1.426
H -3.201 -0.140 1.646
*
```

Mulliken atomic charge list, values in e, 6 entries: -0.42, -0.59, -0.67, -0.57, 0.35, 1.12

=====

(3)
Here is a 5-piece molecular cluster, C34H46FO2P overall at a distorted geometry from OMol25. Energies are from wB97M-V/def2-TZVPD.

Properties
HOMO-LUMO gap = 9.1 eV
SMILES = CC(=O)OCCCCCC[PH3][C@H](C)F.c1ccccc1.c1ccccc1.c1ccccc1.c1ccccc1
HOMO level = -8.45 eV

ORCA input file:
```
! RIJCOSX wB97M-V def2-TZVPD def2/J DEFGRID3
* xyz 0 1
C -3.491 4.350 3.927
C -4.074 2.869 4.101
O -3.523 2.131 4.956
O -5.197 2.360 3.379
C -4.808 2.094 1.991
C -4.145 0.654 1.786
C -3.113 0.748 0.557
C -2.523 -0.762 0.354
C -1.067 -0.773 1.020
C -0.193 -2.085 0.709
P 1.566 -1.448 0.210
C 3.266 -0.609 -0.202
C 2.895 0.916 -0.618
F 3.949 -1.327 -1.255
H -4.284 5.161 4.040
H -2.944 4.487 2.921
H -2.713 4.538 4.744
H -4.057 2.915 1.702
H -5.682 2.201 1.258
H -3.514 0.362 2.707
H -4.906 -0.186 1.594
H -3.562 1.143 -0.412
H -2.240 1.413 0.906
H -2.522 -1.011 -0.768
H -3.213 -1.544 0.849
H -0.501 0.134 0.574
H -1.173 -0.536 2.137
H -0.175 -2.728 1.654
H -0.610 -2.735 -0.137
H 1.045 -1.127 -1.106
H 1.452 -0.518 1.301
H 2.180 -2.716 0.481
H 3.885 -0.586 0.772
H 3.769 1.454 -1.114
H 2.006 0.898 -1.355
H 2.539 1.432 0.346
C -5.389 0.140 -3.061
C -5.524 0.303 -4.436
C -6.299 1.342 -4.942
C -6.943 2.216 -4.072
C -6.817 2.047 -2.697
C -6.038 1.010 -2.191
H -4.779 -0.667 -2.667
H -5.023 -0.380 -5.115
H -6.400 1.471 -6.014
H -7.546 3.027 -4.466
H -7.324 2.725 -2.018
H -5.938 0.880 -1.119
C -4.604 -3.294 -8.525
C -4.738 -3.131 -9.900
C -5.513 -2.092 -10.406
C -6.158 -1.218 -9.536
C -6.031 -1.387 -8.160
C -5.253 -2.424 -7.655
H -3.994 -4.100 -8.131
H -4.238 -3.814 -10.578
H -5.615 -1.963 -11.478
H -6.760 -0.407 -9.929
H -6.539 -0.710 -7.482
H -5.153 -2.554 -6.582
C 7.251 -2.153 3.762
C 6.579 -1.686 2.637
C 6.169 -2.578 1.651
C 6.433 -3.937 1.789
C 7.113 -4.403 2.910
C 7.520 -3.511 3.898
H 7.565 -1.458 4.534
H 6.375 -0.626 2.528
H 5.642 -2.214 0.775
H 6.111 -4.633 1.022
H 7.324 -5.462 3.015
H 8.048 -3.875 4.773
C 9.284 1.785 7.178
C 9.040 3.154 7.144
C 8.265 3.698 6.124
C 7.739 2.873 5.135
C 7.991 1.505 5.164
C 8.762 0.960 6.186
H 9.882 1.360 7.977
H 9.452 3.798 7.913
H 8.072 4.765 6.099
H 7.133 3.296 4.341
H 7.586 0.862 4.389
H 8.957 -0.107 6.210
*
```

Mulliken atomic charge list, values in e, 6 entries: -0.84, 0.69, -0.53, -0.35, -0.35, -0.52

=====

(4)
Here is an isolated ion of composition C10H11N2O and charge +1 at a distorted geometry from OMol25. Energies are from wB97M-V/def2-TZVPD.

Properties
HOMO-LUMO gap = 7.6 eV
SMILES = COc1cccc2c(=[NH2+])cc[nH]c12
HOMO level = -11.67 eV
Relative energy (zero: lowest compared OMol25 entry of this formula, charge and spin) = 0.000 eV

ORCA input file:
```
! RIJCOSX wB97M-V def2-TZVPD def2/J DEFGRID3
* xyz 1 1
C -3.553 0.742 0.439
O -2.205 1.104 -0.022
C -1.393 0.121 -0.094
C -1.628 -1.286 -0.141
C -0.592 -2.212 -0.302
C 0.758 -1.839 -0.275
C 1.170 -0.544 -0.149
C 2.523 0.000 0.189
N 3.587 -0.813 0.480
C 2.814 1.373 -0.086
C 1.827 2.209 -0.291
N 0.485 1.854 -0.178
C 0.200 0.455 -0.140
H -3.984 1.647 0.760
H -3.424 0.006 1.247
H -4.164 0.258 -0.322
H -2.582 -1.709 0.012
H -0.894 -3.207 -0.470
H 1.453 -2.721 -0.230
H 4.490 -0.479 0.488
H 3.488 -1.806 0.206
H 3.833 1.744 -0.279
H 1.919 3.285 -0.413
H -0.088 2.697 -0.151
*
```

Mulliken atomic charge list, values in e, 6 entries: -0.86, -0.45, 0.36, -0.37, -1.07, -0.55

=====

(5)
Here is one molecule with the formula C5H8S at a distorted geometry from OMol25. Energies are from wB97M-V/def2-TZVPD.

Properties
HOMO-LUMO gap = 8.9 eV
SMILES = CC1=CCCS1
HOMO level = -7.92 eV
Relative energy (zero: lowest compared OMol25 entry of this formula, charge and spin) = 0.092 eV

ORCA input file:
```
! RIJCOSX wB97M-V def2-TZVPD def2/J DEFGRID3
* xyz 0 1
C -0.564 -1.793 1.333
C -0.290 -0.599 0.431
C 0.822 -0.334 -0.253
C 0.768 0.885 -1.131
C -0.352 1.743 -0.563
S -1.549 0.624 0.239
H -1.452 -2.342 0.971
H -0.747 -1.452 2.318
H 0.296 -2.490 1.350
H 1.696 -1.072 -0.240
H 1.706 1.442 -1.165
H 0.530 0.577 -2.168
H 0.024 2.430 0.205
H -0.888 2.380 -1.327
*
```

Mulliken atomic charge list, values in e, 6 entries: -1.21, 0.64, -0.55, -0.48, -0.54, -0.18

=====

(6)
Here is one molecule with the formula C5H9NO2 at a distorted geometry from OMol25. Energies are from wB97M-V/def2-TZVPD.

Properties
HOMO-LUMO gap = 10.8 eV
SMILES = [H]/N=C(/C)COC(C)=O
HOMO level = -9.95 eV
Relative energy (zero: lowest compared OMol25 entry of this formula, charge and spin) = 1.470 eV

ORCA input file:
```
! RIJCOSX wB97M-V def2-TZVPD def2/J DEFGRID3
* xyz 0 1
H -0.370 1.612 0.468
N -1.168 1.373 0.027
C -1.426 0.159 0.176
C -2.686 -0.263 -0.548
C -0.446 -0.759 0.893
O 0.841 -0.131 0.978
C 1.577 -0.170 -0.170
C 2.846 0.592 -0.107
O 1.266 -0.829 -1.127
H -2.512 -0.774 -1.531
H -3.162 0.631 -0.829
H -3.250 -1.043 0.003
H -0.830 -0.963 1.920
H -0.302 -1.727 0.169
H 3.511 0.030 -0.796
H 3.328 0.676 0.947
H 2.782 1.585 -0.474
*
```

Mulliken atomic charge list, values in e, 6 entries: 0.29, -0.71, 0.79, -1.27, -0.38, -0.43

=====

no.,M (g/mol)
1,180.3
2,170.1
3,536.7
4,175.2
5,100.2
6,115.1